one:
11
Properties=species:S:1:pos:R:3 method="wB97M-V/def2-TZVPD" gap_ev=9.52 smiles=N[C@@H]1C[C@@H]1Cl
C 0.4659 -0.0451 -0.3996
C -0.0604 0.9377 0.5930
C -0.9826 0.4487 -0.5164
H 1.6611 -1.8039 -0.3972
H 0.4723 -1.6944 0.9498
H 1.0806 0.4533 -1.0836
H -0.2993 0.5097 1.5109
H 0.1266 2.0249 0.6344
H -1.1955 1.0360 -1.4161
N 0.9514 -1.2537 0.0744
Cl -2.2200 -0.6132 0.0503

two:
11
Properties=species:S:1:pos:R:3 method="wB97M-V/def2-TZVPD" gap_ev=10.14 smiles="C=C(Cl)CN"
C -0.6751 -0.1430 0.6278
C 0.6251 -0.2939 -0.2997
C 0.8306 -0.7867 -1.4953
H -1.4336 1.3441 1.6120
H -0.7839 2.0941 0.2841
H -1.5925 -0.7166 -0.0351
H -0.2222 -0.5405 1.8156
H 1.8028 -0.9825 -2.1289
H 0.1366 -0.6448 -2.3301
N -0.6632 1.2273 1.0482
Cl 1.9753 -0.5575 0.9013

Relative stability in kJ/mol, measured from the most stable structure: one 0.0; two 209.3

one:
13
Properties=species:S:1:pos:R:3 method="wB97M-V/def2-TZVPD" gap_ev=10.20 smiles=FC[C@H]1C[C@H]1S
C -0.1650 1.0069 -0.4515
C -0.7761 -0.1467 -1.1551
C 0.5862 -0.3304 -0.4459
C 0.4640 -1.1511 0.8331
H 0.2847 1.9434 1.6488
H 0.2310 1.7918 -1.0825
H -1.0712 -0.0629 -2.2491
H -1.6789 -0.6256 -0.6756
H 1.4682 -0.4349 -1.0371
H 0.5771 -2.1176 0.3110
H -0.4883 -1.0040 1.4658
F 1.4586 -0.8441 1.7856
S -0.8903 1.9754 1.0526

two:
13
Properties=species:S:1:pos:R:3 method="wB97M-V/def2-TZVPD" gap_ev=9.87 smiles=F[C@H]1C[C@H](S)C1
C -0.7607 0.1336 0.5047
C 0.3403 -1.0470 -0.0123
C 1.1228 -0.0098 -0.6301
C 0.3506 1.1229 0.0152
H -2.9494 -0.8665 0.2600
H -0.9135 0.1651 1.6012
H -0.2399 -1.8894 -0.4090
H 0.9156 -1.3206 0.8510
H 1.0111 0.0781 -1.6732
H 1.0201 1.5881 0.8255
H -0.0140 2.0179 -0.6930
F 2.4299 -0.0364 -0.2279
S -2.3129 0.0641 -0.4122

Relative stability in kJ/mol, measured from the most stable structure: one 21.8; two 0.0

one:
36
Properties=species:S:1:pos:R:3 method="wB97M-V/def2-TZVPD" gap_ev=9.36 smiles="O=[N+]([O-])c1ccccc1.O=[N+]([O-])c1ccccc1.ClCCCl"
Cl 2.8474 4.0323 -4.4990
C 1.4225 2.9434 -4.7584
C 0.1740 3.4805 -4.1026
Cl 0.4744 3.5273 -2.3424
H 1.6159 2.0125 -4.2253
H 1.3533 2.4972 -5.7504
H -0.6465 2.7786 -4.2519
H -0.1866 4.4091 -4.5451
C 1.5106 -3.3032 2.5698
C 2.7408 -3.3456 1.9066
C 2.6977 -3.0620 0.5364
C 1.5704 -2.6996 -0.1784
C 0.4064 -2.6917 0.5389
C 0.3724 -2.9275 1.8814
N 1.5460 -2.2433 -1.5718
O 2.4551 -2.5906 -2.2678
O 0.6586 -1.5677 -1.9842
H 1.5348 -3.6175 3.6028
H 3.6576 -3.6231 2.4053
H 3.6188 -2.9576 -0.0177
H -0.5240 -2.3308 0.1259
H -0.6045 -2.7330 2.2988
C -1.2230 1.6137 0.1457
C -1.1549 2.4201 1.3111
C -1.8236 1.9763 2.4442
C -2.4656 0.7202 2.5206
C -2.3369 -0.1051 1.4126
C -1.6626 0.2389 0.2340
N -3.1604 0.2739 3.7210
O -3.7898 -0.7930 3.7560
O -3.1382 1.1255 4.5639
H -0.7661 1.9892 -0.7580
H -0.7268 3.4013 1.1682
H -1.9537 2.6572 3.2723
H -2.6677 -1.1312 1.4768
H -1.8259 -0.3749 -0.6395

two:
36
Properties=species:S:1:pos:R:3 method="wB97M-V/def2-TZVPD" gap_ev=9.37 smiles="O=[N+]([O-])c1ccccc1.O=[N+]([O-])c1ccccc1.ClCCCl"
Cl 1.5016 -3.1305 2.2724
C -0.1721 -3.0350 2.8662
C -0.7244 -1.6382 3.0394
Cl 0.0760 -0.7487 4.3195
H -0.2858 -3.5623 3.8134
H -0.8051 -3.5931 2.1756
H -1.7992 -1.5651 3.2104
H -0.6284 -1.0633 2.1116
C 1.7608 3.6993 -2.1216
C 1.1539 4.5390 -1.1966
C 1.0281 4.1013 0.1134
C 1.2587 2.7674 0.4102
C 1.7748 1.8812 -0.5314
C 1.9877 2.3641 -1.8156
N 1.0434 2.2866 1.7798
O 1.0178 3.1295 2.6440
O 0.8960 1.1071 1.9510
H 2.0206 3.9596 -3.1412
H 0.9084 5.5686 -1.4155
H 0.7068 4.7966 0.8739
H 1.9836 0.8306 -0.3921
H 2.4058 1.7416 -2.5948
C -0.7129 -3.3955 -0.6129
C -2.0612 -3.1501 -0.8345
C -2.4343 -1.9390 -1.3985
C -1.4958 -0.9545 -1.5718
C -0.1479 -1.2311 -1.4028
C 0.2864 -2.4400 -0.8595
N -1.8894 0.3539 -2.0831
O -1.0391 1.2147 -2.1297
O -3.0423 0.5281 -2.4121
H -0.3518 -4.3682 -0.2929
H -2.7207 -3.9933 -0.6863
H -3.4749 -1.7342 -1.6201
H 0.6643 -0.5548 -1.6400
H 1.3107 -2.7719 -0.8278

Relative stability in kJ/mol, measured from the most stable structure: one 93.8; two 0.0

one:
32
Properties=species:S:1:pos:R:3 method="wB97M-V/def2-TZVPD" gap_ev=8.48
C -3.5023 -0.5606 0.3849
C -3.5027 0.8555 0.2815
C -2.2757 -1.2276 0.3160
C -2.2577 1.5096 0.1156
C -1.1111 -0.5269 -0.0004
C -1.1149 0.8351 -0.0422
C 0.2165 -1.2589 -0.2744
C 1.2553 0.6048 -0.1608
C 0.6623 -2.1389 0.8907
C 0.4245 -1.6865 -1.7234
C 0.3729 2.8409 -0.1518
C 2.0087 0.6537 1.1365
N 0.0962 1.4180 -0.4657
O 2.1537 0.5361 -1.1785
O 3.0773 -0.2190 0.9822
H -4.4385 -0.9267 0.8066
H -4.3963 1.4735 0.2699
H -2.0203 -2.2456 0.4530
H -2.2974 2.5852 0.1234
H 0.5913 -3.1407 0.7331
H 0.0869 -1.9077 1.7137
H 1.6886 -1.8941 1.0289
H 0.3642 -0.8738 -2.5451
H -0.2127 -2.5147 -1.8599
H 1.4000 -2.1863 -1.9687
H 1.2186 3.1697 -0.6787
H -0.5012 3.4186 -0.3939
H 0.5655 2.8946 0.8852
H 1.3729 0.4207 2.0181
H 2.4814 1.5852 1.4928
H 1.7292 0.2324 -2.0036
H 3.3926 -0.1057 0.0721

two:
32
Properties=species:S:1:pos:R:3 method="wB97M-V/def2-TZVPD" gap_ev=8.68
C 3.2296 0.0513 0.9083
C -1.8434 -0.2911 2.1470
C 2.9434 1.2137 -1.9691
C 2.1833 -0.1474 0.0666
C -1.5786 -0.1417 0.8707
C 0.8322 -0.5961 0.4223
C -0.1943 0.2797 0.4650
C 2.2388 0.1674 -1.4860
C 0.5891 -2.0288 0.8583
C -0.0732 1.7419 0.1382
C -3.7897 0.4728 -0.1366
C -2.4825 -0.2531 -0.3437
N 1.4916 -0.7928 -2.2801
O 0.6536 -0.4010 -3.0620
O 1.7658 -1.9293 -1.9885
H 4.1796 0.4879 0.8193
H 2.8417 0.0744 1.9125
H -2.8187 -0.4841 2.5067
H -1.1293 -0.3348 2.9322
H 3.1206 1.4984 -2.9323
H 3.5136 1.7544 -1.0909
H -0.2208 -2.4645 0.3918
H 1.4829 -2.6315 0.6288
H 0.4851 -2.0685 2.0258
H 0.8926 2.1436 -0.1098
H -0.8212 1.8396 -0.8332
H -0.5233 2.1658 1.0028
H -4.2795 0.0041 0.7059
H -4.3932 0.4596 -1.0270
H -3.6269 1.4800 0.1205
H -1.9219 -0.0052 -1.2332
H -2.7470 -1.2647 -0.4303

Relative stability in kJ/mol, measured from the most stable structure: one 0.0; two 352.9